# 1
ORCA calculation (the ωB97M-V functional and the def2-TZVPD basis) on a molecular structure, C6H18BCoF4O6 in a non-equilibrium geometry.

Values from the calculation:
Maximum force in eV/A: 4.7
HOMO-LUMO gap (spin up / spin down) in eV: 9.912 / 9.592
⟨S²⟩: 3.754
Spin multiplicity: 4
Energy relative to the best compared isomer or geometry (same formula, charge and spin) in kcal per mole: 0.0
E_tot in eV: -67970.267
Total charge: +1

Structure (XYZ):
```
36
Properties=species:S:1:pos:R:3:forces:R:3
Co -0.14007 0.47837 0.27159 -0.6 -0.1 -0.1
B -2.70902 1.00327 -0.38024 -4.1 0.7 -2.1
F -2.07726 2.16754 -0.24348 2.0 2.6 0.7
F -2.14237 0.04643 0.37185 2.3 -2.7 3.0
F -4.03293 1.11985 -0.03975 -0.5 0.0 0.3
F -2.54811 0.56268 -1.65234 0.3 -0.6 -2.3
C 1.90599 2.11169 -1.16405 -0.9 -0.8 2.1
C 2.74620 1.08457 -0.35179 1.1 0.8 -2.8
O 1.92767 0.51054 0.59223 -1.1 -0.5 1.3
O 0.57165 1.57655 -1.37877 0.8 -0.8 -0.5
H 2.28772 2.37722 -2.14989 0.5 0.4 0.6
H 1.61974 2.85186 -0.41684 1.1 1.2 -0.6
H 3.62094 1.53681 0.11556 -0.1 0.4 -0.1
H 3.12179 0.33762 -1.05115 0.0 -0.3 0.0
H 2.33822 -0.26508 0.98143 0.0 -0.1 0.2
H 0.27895 2.05468 -2.15807 -1.1 -0.3 0.0
C -0.43790 -2.50636 -1.11337 0.7 -2.2 -0.6
C -0.49573 -2.81719 -2.59843 -0.7 0.3 -1.8
O 0.65907 -3.24609 -3.34219 1.3 0.1 1.6
O 0.26502 -1.32649 -0.82613 0.5 1.1 0.4
H 0.14120 -3.33314 -0.70206 -0.1 -0.2 0.5
H -1.41692 -2.49576 -0.63432 0.0 0.3 -0.4
H -0.68636 -1.88914 -3.13738 -1.3 0.1 0.3
H -1.23701 -3.60737 -2.71776 -0.5 0.5 -0.1
H 0.47807 -3.93173 -3.98929 -0.4 0.0 0.3
H 1.17308 -1.52123 -1.06924 0.3 0.4 -0.2
C -0.83303 1.49732 2.99798 0.0 -1.4 1.7
C -0.38980 -0.02143 3.20874 -0.8 2.7 3.2
O -0.29992 -0.76561 2.07685 0.8 -0.7 -1.9
O -0.33506 1.98093 1.79901 0.8 -0.6 -1.9
H -0.33497 2.07629 3.77568 -0.4 -0.2 0.4
H -1.91504 1.58817 3.09339 0.0 0.1 -0.4
H -1.08532 -0.51431 3.88801 -0.5 0.4 0.0
H 0.50470 0.04424 3.82815 0.7 -0.3 -0.6
H -0.38549 -1.68592 2.33626 -0.1 -0.2 -0.5
H -0.13770 2.92022 1.77981 -0.3 0.0 0.1
```
Forces are in eV/Å.

Results of the Löwdin charge analysis, in e, for atoms 1 through 2: number 1, Co, carries 0.900; number 2, B, carries -1.512


# 2
ORCA calculation (the ωB97M-V functional and the def2-TZVPD basis) on 2 unconnected molecules or ions with the total composition C6H18BrN3Si in a non-equilibrium geometry.

Values from the calculation:
Maximum force in eV/A: 5.5
HOMO-LUMO gap (spin up / spin down) in eV: 7.234 / 7.241
Energy relative to the best compared isomer or geometry (same formula, charge and spin) in kcal per mole: 45.8
E_tot in eV: -88901.682

Structure (XYZ):
```
29
Properties=species:S:1:pos:R:3:forces:R:3
C -0.59068 -0.19797 -3.02224 0.1 5.4 1.0
C -2.04005 -0.15056 -1.09734 0.3 -2.0 0.6
C 2.41452 -2.26716 0.51735 -0.9 -1.1 4.6
C 0.18499 -2.12303 1.44530 -3.6 -0.3 -1.0
C 0.81246 2.00582 1.84987 4.0 1.2 0.4
C -1.23174 2.41964 0.67590 -2.7 1.1 0.1
N -0.73228 0.20473 -1.60102 0.6 0.2 0.7
N 1.39612 -1.45611 1.17351 -0.9 2.5 -1.2
N 0.08612 1.86793 0.61674 0.0 -0.8 -0.2
Si 0.47223 0.58530 -0.48014 1.9 -1.1 1.2
Br 2.39590 0.86715 -1.64472 -0.5 0.0 0.5
H 0.09484 0.65028 -3.35181 -0.1 -2.0 -0.5
H -0.33729 -1.20010 -3.22031 0.2 -1.1 -0.3
H -1.52766 0.23171 -3.41289 0.0 -1.2 -0.6
H -2.02188 -1.21602 -1.44232 -1.2 0.3 1.2
H -2.15052 -0.01621 0.04496 0.0 -0.4 -2.0
H -2.81245 0.33307 -1.68967 -0.3 0.4 0.3
H 2.49009 -3.27571 1.16875 -0.2 1.7 -1.7
H 2.21770 -2.42002 -0.48512 0.0 -0.7 -2.2
H 3.30391 -1.74310 0.76863 1.2 0.2 -0.7
H 0.20845 -2.86381 2.26437 0.4 0.2 0.0
H -0.72674 -1.42715 1.66902 1.8 -0.6 0.2
H -0.33187 -2.70281 0.58973 1.0 0.3 0.5
H 1.02787 3.18287 2.04596 -0.7 -2.8 -0.1
H 0.44479 1.44799 2.72655 -0.6 0.6 -0.3
H 1.88135 1.50287 1.75081 -2.0 1.1 -0.1
H -1.79171 2.01718 -0.24429 0.4 1.1 1.7
H -1.76439 2.15292 1.67630 0.7 -0.1 -1.7
H -1.37208 3.59029 0.70812 1.0 -2.0 -0.5
```
Forces are in eV/Å.

Results of the Löwdin charge analysis, in e, for atoms 1 through 2: number 1, C, carries -0.107; number 2, C, carries -0.160


# 3
ORCA calculation (the ωB97M-V functional and the def2-TZVPD basis) on 4 unconnected molecules or ions with the total composition C6H18ClO7S3 in a non-equilibrium geometry.

Values from the calculation:
Maximum force in eV/A: 3.6
HOMO-LUMO gap in eV: 8.344
Energy relative to the best compared isomer or geometry (same formula, charge and spin) in kcal per mole: 0.0
E_tot in eV: -65866.725
Total charge: -1

Structure (XYZ):
```
35
Properties=species:S:1:pos:R:3:forces:R:3
Cl -1.26944 0.83242 0.79230 -1.7 -0.7 3.2
O -0.98882 0.65136 2.20576 0.3 -0.4 -0.1
O -0.54359 1.92839 0.34330 1.3 3.0 -1.4
O -0.89352 -0.29395 0.04658 1.0 -2.6 -1.4
O -2.68283 1.00393 0.66081 -0.9 0.6 -0.5
C -3.13712 3.33881 -1.97804 0.0 0.5 -0.1
S -3.94789 2.04033 -2.99217 0.2 0.5 -1.0
O -4.33162 2.61926 -4.36128 0.7 -0.5 1.7
C -2.48225 0.99109 -3.28071 0.2 -0.2 -0.4
H -3.23222 3.12978 -0.91250 0.0 -0.5 -0.1
H -3.65442 4.28184 -2.15467 -0.4 -0.2 -0.2
H -2.09399 3.55627 -2.20758 0.1 -0.5 -0.2
H -1.81470 1.48377 -3.98763 0.0 0.4 0.2
H -2.77152 0.06951 -3.78581 -0.5 0.1 0.1
H -1.92686 0.68063 -2.39569 -0.3 0.4 0.3
C 2.83611 -0.89442 -0.38616 -0.2 1.8 -0.6
S 3.84970 0.41961 0.45600 0.3 1.1 -1.6
O 4.66172 1.10070 -0.66132 -0.5 -1.1 1.1
C 2.60341 1.71203 0.78499 -0.3 -0.7 0.3
H 2.59373 -0.49661 -1.37160 0.5 0.3 -0.3
H 1.83087 -0.94260 0.03250 0.4 -0.8 0.7
H 3.48126 -1.75955 -0.53925 -0.5 -0.1 0.6
H 3.07666 2.54586 1.30352 0.4 -0.2 -0.2
H 1.82960 1.33201 1.45201 -0.2 -0.1 -0.2
H 2.18260 2.05410 -0.16054 0.0 -0.2 0.1
C 0.81904 -3.87432 1.15370 0.1 -0.4 0.4
S 1.63266 -3.32812 2.67151 0.5 1.6 0.3
O 2.62511 -2.21588 2.41344 -0.8 -1.0 0.1
C 0.15181 -2.56066 3.44698 0.5 -0.2 -0.9
H 1.45369 -4.68291 0.79107 -0.1 0.0 -0.2
H 0.59119 -3.15914 0.36332 0.1 0.3 0.4
H -0.09549 -4.28750 1.57916 -0.2 -0.2 -0.4
H -0.53715 -3.39624 3.57042 -0.1 0.2 0.4
H -0.26217 -1.83513 2.74674 0.0 0.1 0.0
H 0.44643 -2.04468 4.36081 0.0 -0.4 0.0
```
Forces are in eV/Å.

Results of the Löwdin charge analysis, in e, for atoms 1 through 2: number 1, Cl, carries 0.553; number 2, O, carries -0.382


# 4
ORCA calculation (the ωB97M-V functional and the def2-TZVPD basis) on C6H18ClPSi2 in the gas phase in a non-equilibrium geometry.

Values from the calculation:
Maximum force in eV/A: 4.4
HOMO-LUMO gap in eV: 9.104
SMILES: C[Si](C)(C)P(Cl)[Si](C)(C)C
Energy relative to the best compared isomer or geometry (same formula, charge and spin) in kcal per mole: 0.0
E_tot in eV: -44081.541

Structure (XYZ):
```
28
Properties=species:S:1:pos:R:3:forces:R:3
C 1.74014 -1.41812 -0.97739 -2.2 2.3 -1.4
Si 1.89346 0.29982 -0.18479 -0.5 -0.5 -0.1
C 3.22521 1.42912 -0.84978 1.3 -0.4 1.2
C 1.94119 0.01134 1.70235 3.0 -1.3 -1.3
P 0.03150 1.40595 -0.98396 -0.4 -2.0 -0.1
Cl -0.04712 2.99344 0.24843 0.1 1.5 1.0
Si -1.79466 0.24712 -0.08918 -0.5 0.5 -0.9
C -3.27652 1.27442 -0.74338 -1.2 -1.5 0.8
C -1.96867 0.27195 1.84108 4.1 -0.9 -1.0
C -1.82910 -1.26875 -1.28962 -2.6 -0.3 2.0
H 0.99795 -2.01026 -0.49710 -0.8 -0.3 0.6
H 1.48922 -1.43607 -2.05461 -0.3 0.5 0.3
H 2.55840 -1.99486 -1.00551 3.6 -1.9 0.5
H 3.04576 2.49321 -0.61048 0.6 -0.5 1.0
H 4.27686 1.01195 -0.75846 -1.0 1.0 0.7
H 3.18566 1.57466 -1.87228 -0.7 -0.5 -2.6
H 2.14201 0.95609 2.14134 -0.9 0.9 1.0
H 1.10933 -0.61461 1.94228 -0.8 0.2 0.7
H 2.89209 -0.57857 2.03783 -1.5 0.7 -1.0
H -2.93487 2.04952 -1.34337 0.8 1.6 -1.1
H -3.96851 0.69563 -1.42510 0.7 0.3 1.0
H -3.87455 1.74958 0.05499 0.2 -0.3 -0.3
H -1.27259 -0.45745 2.37128 -1.1 0.5 -0.7
H -1.55389 1.22674 2.17508 -0.5 0.2 -0.1
H -2.94805 0.11956 2.11171 -2.3 -0.2 0.8
H -1.45500 -2.19308 -0.85292 -0.4 -0.2 0.0
H -2.88895 -1.36215 -1.73998 1.7 -0.2 0.9
H -1.18499 -1.04427 -2.06155 1.4 0.6 -1.9
```
Forces are in eV/Å.

Results of the Löwdin charge analysis, in e, for atoms 1 through 2: number 1, C, carries -0.209; number 2, Si, carries 0.329


# 5
ORCA calculation (the ωB97M-V functional and the def2-TZVPD basis) on a molecular structure, C6H18MnN2O14S2 in a non-equilibrium geometry.

Values from the calculation:
Maximum force in eV/A: 6.4
HOMO-LUMO gap (spin up / spin down) in eV: 4.258 / 4.803
⟨S²⟩: 8.754
Spin multiplicity: 6
Energy relative to the best compared isomer or geometry (same formula, charge and spin) in kcal per mole: 59.8
E_tot in eV: -91141.208
Total charge: -2

Structure (XYZ):
```
43
Properties=species:S:1:pos:R:3:forces:R:3
Mn 0.50400 -1.24772 -1.21198 2.1 -1.5 -2.0
N -2.71835 -1.40507 -0.04982 2.8 -0.3 -1.2
O -3.07741 -0.30128 0.17558 -1.8 6.1 1.0
O -3.34801 -2.31204 0.34460 -2.6 -4.8 1.5
O -1.66446 -1.56186 -0.67946 1.4 -0.9 -1.1
N 2.47153 -3.90609 -0.93865 -2.5 3.8 -3.4
O 2.63125 -4.87977 -0.27570 2.0 -3.6 2.0
O 2.99503 -3.56282 -1.98297 3.1 -1.8 -1.0
O 1.52365 -3.15442 -0.66610 -2.8 1.1 3.2
O 0.59544 -1.89711 -3.13624 -1.7 0.0 -0.6
H -0.23410 -2.09878 -3.61134 0.4 0.0 0.3
O 2.44468 -0.70381 -1.69731 0.6 1.2 1.0
H 2.89194 0.14373 -1.50713 -0.5 -0.5 -0.1
O 0.86118 1.87299 2.17372 0.1 1.0 -0.1
S 0.68657 0.47763 2.02593 -1.3 -4.5 -0.9
O 0.66565 -0.23662 0.72934 0.3 2.3 3.2
O 1.79940 -0.24336 2.98642 -0.4 0.3 -0.8
C 2.64867 -1.28230 2.37299 1.2 0.0 -0.2
C 3.98029 -1.35950 3.12541 -0.7 0.5 0.5
C -0.86934 -0.11315 2.88940 0.8 0.2 -0.5
H 2.94267 -0.96827 1.37146 -0.8 -0.3 -0.3
H 2.14919 -2.25027 2.41359 -0.2 0.3 -0.4
H 4.67537 -2.08715 2.70649 -0.4 -0.1 -0.2
H 3.78557 -1.62337 4.16491 0.2 0.1 0.2
H 4.46964 -0.38694 3.07286 0.0 0.1 0.2
H -1.79943 0.28644 2.48525 0.4 0.6 -0.3
H -0.78865 0.08364 3.95845 0.1 -0.1 -0.1
H -0.94413 -1.17025 2.63434 0.4 -0.1 0.3
O 0.01906 2.01938 -3.85147 -0.4 1.3 -0.4
S -0.72067 1.70282 -2.68791 -0.8 -3.3 3.7
O -0.09957 0.74377 -1.75551 -2.0 2.9 -1.7
O -1.05937 3.03178 -1.76877 -0.1 -0.2 -0.4
C -1.66373 2.87115 -0.43026 0.0 0.4 0.3
C -2.78484 3.92561 -0.17473 0.4 -0.9 -1.1
C -2.49157 1.14182 -3.16676 1.6 0.4 0.2
H -0.93523 3.00279 0.36977 0.7 0.5 -0.5
H -1.92411 1.83587 -0.21003 -0.8 -0.1 -0.8
H -3.28819 3.60726 0.73818 0.0 0.3 0.1
H -3.51232 3.96927 -0.98527 -0.2 -0.5 -0.1
H -2.43708 4.95828 -0.14736 0.4 -0.1 0.5
H -3.17146 0.99506 -2.32753 0.4 0.5 0.4
H -2.41101 0.15396 -3.62033 0.4 0.2 -0.3
H -2.79776 1.92873 -3.85606 -0.2 -0.2 0.0
```
Forces are in eV/Å.

Results of the Löwdin charge analysis, in e, for atoms 1 through 2: number 1, Mn, carries 0.744; number 2, N, carries -0.700


# 6
ORCA calculation (the ωB97M-V functional and the def2-TZVPD basis) on a gas-phase ion, C6H18N2 (charge +1) in a non-equilibrium geometry.

Values from the calculation:
Maximum force in eV/A: 2.4
HOMO-LUMO gap (spin up / spin down) in eV: 2.611 / 11.568
⟨S²⟩: 0.750
Spin multiplicity: 2
Energy relative to the best compared isomer or geometry (same formula, charge and spin) in kcal per mole: 7.5
E_tot in eV: -9484.071
Total charge: +1

Structure (XYZ):
```
26
Properties=species:S:1:pos:R:3:forces:R:3
C 1.23394 -0.26633 -2.66601 0.0 -1.1 0.8
C -0.12091 -0.23482 -1.94308 0.7 1.2 1.2
C -0.07626 0.45479 -0.54895 0.4 0.5 0.2
C 0.89524 -0.26316 0.42256 -0.5 -0.5 -0.9
C 0.16884 -0.92807 1.56854 0.4 -2.0 1.1
C -0.84587 -0.28464 2.50040 -0.8 -0.4 -0.1
N -0.23584 0.71122 3.45287 -0.1 -0.7 0.7
N -1.03631 0.62550 -2.83760 -0.3 -1.4 -0.9
H 1.61167 0.71007 -2.97308 -0.3 0.0 -0.1
H 1.23594 -0.99543 -3.48551 0.0 0.4 0.0
H 1.95849 -0.64587 -1.93485 0.0 0.1 -0.3
H -0.55863 -1.24067 -1.74332 0.1 0.7 -0.9
H 0.24877 1.51563 -0.61257 -0.4 -0.5 -0.3
H -1.08414 0.44623 -0.07480 0.5 0.1 -0.6
H 1.74094 0.34766 0.74863 -0.3 0.2 -0.1
H 1.33586 -1.11385 -0.13906 0.0 0.4 0.4
H -0.28038 -1.87740 1.22928 -0.4 0.5 -0.4
H 0.95171 -1.41021 2.17811 -0.1 0.5 0.2
H -1.67849 0.23536 2.02080 0.4 0.3 -0.4
H -1.43946 -1.05573 3.04605 1.1 0.4 0.1
H -0.82850 1.56571 3.41322 -0.1 0.6 0.2
H 0.71742 0.98370 3.14576 0.1 0.2 -0.1
H -0.16870 0.36338 4.45725 -0.1 0.1 -0.8
H -1.53079 -0.06152 -3.44022 0.1 0.8 0.1
H -1.73139 1.17046 -2.32395 0.1 0.0 0.1
H -0.48316 1.24799 -3.46045 -0.4 -0.4 0.6
```
Forces are in eV/Å.

Results of the Löwdin charge analysis, in e, for atoms 1 through 2: number 1, C, carries -0.039; number 2, C, carries -0.315